Molecular formula: C26H47BF4IN4O7S
Method: DFT, ωB97M-V/def2-TZVPD

```
91
Properties=species:S:1:pos:R:3:mulliken_charge:R:1
C 0.207 -4.620 2.624 -1.387
C 0.264 -4.122 1.160 -0.020
O -0.601 -2.957 1.073 -0.696
B -0.526 -2.261 -0.099 0.853
O 0.124 -2.863 -1.170 -0.657
C -1.112 -0.739 -0.152 -0.334
C -2.625 -0.819 -0.029 0.448
F -3.079 -1.454 -1.129 -0.331
F -3.233 0.369 -0.046 -0.220
C -3.224 -1.610 1.177 0.670
F -4.462 -1.118 1.386 -0.333
F -3.403 -2.889 0.882 -0.268
N -0.257 -0.026 0.838 0.178
C -0.506 -0.041 2.275 -1.113
C -1.527 1.042 2.725 -0.852
C -2.393 0.586 3.949 -1.102
C -3.843 1.050 3.726 -0.571
O -3.965 2.383 4.212 -0.339
C -5.235 2.872 3.947 0.565
C -5.672 3.108 2.510 -0.812
O -5.953 3.070 4.823 -0.451
C 0.998 -0.259 0.345 -0.300
N 2.046 -0.621 0.994 0.143
C 3.352 -0.915 0.367 -0.923
C 3.289 -1.913 -0.813 0.142
O 3.784 -2.971 -0.790 -0.380
N 0.921 -0.032 -1.051 0.933
S 1.831 1.496 -1.125 -0.196
C -0.578 0.047 -1.402 -0.676
N -1.059 1.377 -1.452 0.241
C -0.869 -0.547 -2.808 -1.499
I 0.729 -0.144 -4.244 0.103
C -2.157 0.003 -3.491 -0.197
C -2.773 -1.010 -4.503 -1.294
H 1.175 -5.093 2.824 0.435
H -0.593 -5.339 2.790 0.339
H 0.156 -3.774 3.315 0.299
H -0.077 -4.951 0.540 0.353
H 1.296 -3.826 0.973 0.131
H -0.468 -3.561 -1.500 0.362
H -2.702 -1.523 2.129 0.017
H 0.435 0.249 2.765 0.848
H -0.731 -1.027 2.702 0.273
H -0.946 1.896 3.084 0.779
H -2.126 1.421 1.894 0.184
H -2.310 -0.492 4.111 0.568
H -2.020 1.117 4.827 0.562
H -4.103 1.019 2.660 0.248
H -4.516 0.344 4.234 0.446
H -4.832 3.137 1.808 0.192
H -6.178 4.072 2.467 0.340
H -6.340 2.300 2.206 0.276
H 1.931 -0.742 1.995 0.373
H 3.989 -1.355 1.140 0.461
H 3.835 0.020 0.069 0.337
H 2.771 -1.573 -1.731 0.320
H 1.597 1.960 -2.373 0.198
H -0.747 1.907 -2.252 0.344
H -0.975 1.887 -0.583 0.531
H -0.979 -1.627 -2.834 0.686
H -2.913 0.247 -2.743 0.188
H -1.918 0.948 -3.983 0.615
H -2.924 -0.493 -5.450 0.365
H -2.116 -1.876 -4.611 0.322
H -3.740 -1.322 -4.108 0.320
C -1.492 6.252 -2.247 -0.624
C -2.898 5.706 -2.036 -0.627
C -2.636 4.219 -1.869 -0.213
O -1.334 4.095 -1.273 -0.296
C -0.672 5.370 -1.320 -0.486
H -1.393 7.312 -2.020 0.365
H -1.184 6.095 -3.284 0.263
H -3.322 6.118 -1.117 0.268
H -3.582 5.926 -2.854 0.370
H -2.617 3.706 -2.837 0.208
H -3.375 3.729 -1.233 0.173
H -0.648 5.777 -0.304 0.298
H 0.355 5.236 -1.664 0.258
C 6.906 -3.071 -0.558 -0.253
C 8.162 -3.708 -1.133 -0.638
C 9.155 -2.559 -1.061 -0.447
O 8.775 -1.760 0.067 -0.417
C 7.484 -2.165 0.519 -0.314
H 6.187 -3.788 -0.169 0.325
H 6.409 -2.471 -1.325 0.138
H 8.490 -4.528 -0.490 0.284
H 8.036 -4.098 -2.142 0.343
H 9.101 -1.930 -1.956 0.256
H 10.184 -2.896 -0.937 0.301
H 7.610 -2.705 1.465 0.264
H 6.869 -1.280 0.705 0.162
```

As for the lowest unoccupied orbital energy: -3.465 eV. As for the net charge: +1. The calculation puts the HOMO energy at -11.19 eV.


Molecular formula: C26H47BF6N4O9Si2
Method: DFT, ωB97M-V/def2-TZVPD

```
95
Properties=species:S:1:pos:R:3:mulliken_charge:R:1
C 5.406 -2.099 -1.142 -0.609
C 4.148 -1.795 -1.423 -0.389
C 2.670 -1.312 -1.811 0.107
Si 1.454 -1.150 -0.341 0.571
N 1.560 -2.679 0.630 -0.341
C 1.710 -3.742 -0.158 0.339
C 0.688 -4.279 -1.279 -0.987
C 3.065 -4.630 0.084 -1.082
O -0.208 -1.036 -0.937 -0.003
C -1.143 -1.584 0.041 -0.457
C -2.700 -1.255 -0.239 -0.108
C -2.853 0.183 -0.966 -0.897
C -3.525 -2.417 -0.994 0.625
C -3.442 -3.877 -0.306 -1.081
C -5.117 -1.983 -0.922 -1.294
O 1.805 0.130 0.773 -0.654
Si 2.247 1.623 0.000 -0.551
C 4.138 1.610 -0.302 -0.162
C 4.989 2.661 0.586 -0.398
C 5.417 1.918 1.959 -0.455
O 5.761 2.812 3.053 -0.588
B 1.253 2.056 -1.613 0.903
N -0.232 2.098 -1.768 -0.452
O 2.048 2.416 -2.802 -0.613
C 1.880 3.028 1.300 0.208
O 2.393 2.878 2.473 -0.368
C 0.960 4.331 1.034 0.960
F -0.396 4.001 0.591 -0.283
F 0.764 4.955 2.346 -0.275
C 1.637 5.471 0.106 0.578
F 2.076 6.548 0.991 -0.298
F 2.812 5.049 -0.608 -0.268
C 0.648 6.160 -0.968 0.706
F 0.134 5.223 -1.965 -0.208
F -0.388 6.973 -0.382 -0.256
C 1.581 7.203 -1.834 0.220
O 2.037 8.290 -1.378 -0.471
O 1.918 6.843 -3.192 -0.472
H 6.434 -2.226 -0.622 0.338
H 2.780 -0.376 -2.472 0.354
H 2.230 -2.142 -2.508 0.506
H 0.169 -5.222 -0.823 0.360
H -0.126 -3.536 -1.600 0.154
H 1.316 -4.678 -2.166 0.338
H 2.775 -5.746 0.145 0.383
H 3.837 -4.490 -0.756 0.209
H 3.594 -4.306 1.072 0.267
H -0.881 -1.074 1.062 0.204
H -1.017 -2.712 0.216 0.335
H -3.198 -1.133 0.813 0.319
H -2.511 0.977 -0.181 0.150
H -2.230 0.205 -1.933 0.024
H -3.930 0.466 -1.249 0.411
H -3.283 -2.435 -2.134 0.290
H -3.584 -3.885 0.834 0.254
H -4.226 -4.554 -0.845 0.304
H -2.410 -4.330 -0.610 0.066
H -5.181 -1.189 -0.069 0.410
H -5.729 -2.892 -0.520 0.324
H -5.520 -1.591 -1.923 0.202
H 4.511 0.547 0.010 -0.018
H 4.323 1.815 -1.437 0.408
H 5.984 2.850 0.002 0.425
H 4.507 3.694 0.725 0.052
H 4.591 1.170 2.315 0.160
H 6.343 1.253 1.733 0.352
H 4.904 3.182 3.379 0.337
H -0.617 1.811 -0.853 -0.029
H -0.569 1.508 -2.546 0.255
H 1.701 1.956 -3.605 0.277
H 2.258 5.900 -3.199 0.389
C -5.312 -6.273 -5.229 -1.357
C -5.624 -5.601 -3.920 0.796
O -5.047 -4.584 -3.555 -0.586
N -6.583 -6.159 -3.129 -0.132
C -7.369 -7.347 -3.381 -0.892
H -4.530 -5.715 -5.747 0.273
H -4.952 -7.289 -5.052 0.376
H -6.201 -6.290 -5.863 0.383
H -6.738 -5.654 -2.267 0.217
H -8.424 -7.066 -3.377 0.290
H -7.184 -8.057 -2.572 0.292
H -7.122 -7.812 -4.334 0.347
C 0.094 4.630 7.800 -1.164
C 1.129 3.559 7.589 0.728
O 1.563 2.880 8.511 -0.660
N 1.585 3.353 6.321 -0.104
C 1.200 4.045 5.110 -0.618
H -0.171 4.676 8.857 0.295
H 0.494 5.601 7.501 0.321
H -0.807 4.398 7.227 0.328
H 2.277 2.619 6.257 0.195
H 0.802 3.308 4.409 0.121
H 2.093 4.502 4.680 0.233
H 0.451 4.814 5.292 0.307
```

As for the lowest unoccupied orbital energy: -1.358 eV. The calculation puts the HOMO energy at -8.91 eV.


Molecular formula: C26H47Br3F5NO22PS5Si
Method: DFT, ωB97M-V/def2-TZVPD

```
111
Properties=species:S:1:pos:R:3:mulliken_charge:R:1
C 0.254 -5.437 0.874 -0.849
C 0.416 -3.963 0.773 -0.586
C -0.830 -2.885 0.485 0.238
C -2.277 -3.494 1.005 0.626
F -2.752 -4.674 0.247 -0.370
F -3.398 -2.483 0.928 -0.307
C -2.256 -3.943 2.610 0.349
F -3.153 -5.113 2.777 -0.332
F -2.861 -2.792 3.381 -0.283
O -0.553 -1.916 1.599 -0.626
P -0.353 -0.292 1.008 1.723
F -2.005 0.163 1.483 -0.650
C 0.021 0.088 2.883 -0.690
N -1.228 0.108 3.741 -0.459
Si -0.086 1.887 0.718 0.857
C 1.817 2.211 0.696 -0.319
C -1.003 2.967 2.039 -0.572
C -0.779 2.491 -1.017 -0.800
O -0.690 -0.695 -0.648 -0.733
C -0.784 -2.147 -1.018 2.537
C 0.714 -2.330 -1.739 -0.663
Br 2.133 -0.868 -1.714 -0.082
C 1.122 -3.567 -2.502 -0.210
C 2.623 -3.637 -3.234 -0.933
Br -0.066 -5.163 -2.691 -0.183
C -2.123 -2.142 -1.943 -0.906
Br -3.075 -0.366 -1.603 -0.058
C -1.952 -2.233 -3.547 -0.001
C -2.871 -3.511 -4.096 -0.980
H 0.856 -5.973 1.754 0.176
H -0.451 -6.096 0.173 0.129
H 1.487 -3.498 0.869 0.248
H -1.180 -4.077 3.046 0.191
H 1.072 -0.648 1.009 -0.080
H 0.730 1.012 3.024 -0.223
H 0.652 -0.856 3.249 0.118
H -0.983 0.727 4.567 0.301
H -1.281 -0.865 4.169 0.184
H 2.026 2.952 -0.214 0.254
H 2.376 1.193 0.508 0.099
H 2.149 2.736 1.706 -0.204
H -2.081 2.589 2.313 0.248
H -0.374 2.899 3.050 -0.098
H -0.973 4.119 1.742 0.278
H -0.445 3.624 -1.121 0.307
H -1.961 2.506 -0.970 -0.045
H -0.343 1.835 -1.882 0.138
H 2.817 -4.753 -3.604 0.296
H 3.498 -3.345 -2.515 0.273
H 2.545 -2.895 -4.163 0.236
H -2.942 -2.957 -1.639 0.403
H -0.883 -2.334 -3.987 0.256
H -2.437 -1.272 -4.063 0.183
H -4.026 -3.229 -4.177 0.250
H -2.839 -4.415 -3.317 0.207
H -2.466 -3.878 -5.153 0.287
C 4.692 3.882 4.903 -0.179
C 4.936 4.944 3.835 -0.382
O 3.673 5.131 3.200 -0.324
S 2.489 4.891 4.295 0.866
O 2.073 6.180 4.800 -0.616
O 1.563 3.919 3.761 -0.270
O 3.400 4.167 5.437 -0.286
H 4.666 2.879 4.464 0.118
H 5.446 3.911 5.694 0.364
H 5.692 4.637 3.107 0.325
H 5.231 5.897 4.286 0.289
C 2.814 -1.281 7.286 -0.306
C 1.703 -0.328 6.853 -0.221
O 2.374 0.792 6.281 -0.258
S 3.754 0.281 5.577 1.000
O 3.501 0.108 4.163 -0.433
O 4.849 1.070 6.090 -0.587
O 3.809 -1.195 6.267 -0.066
H 3.265 -0.957 8.230 0.247
H 2.459 -2.310 7.387 0.285
H 1.073 -0.014 7.689 0.365
H 1.077 -0.779 6.076 0.103
C 5.557 -4.016 2.871 -0.283
C 6.818 -4.170 3.718 -0.356
O 6.427 -3.806 5.039 -0.327
S 4.866 -4.221 5.264 0.893
O 4.832 -5.497 5.943 -0.619
O 4.147 -3.059 5.734 -0.343
O 4.486 -4.468 3.698 -0.283
H 5.376 -2.966 2.622 0.243
H 5.603 -4.605 1.951 0.323
H 7.635 -3.535 3.368 0.325
H 7.153 -5.213 3.740 0.278
C -5.431 1.657 -3.334 -0.393
C -6.542 2.610 -3.767 -0.368
O -5.871 3.730 -4.339 -0.340
S -4.492 3.218 -5.044 1.023
O -4.744 3.046 -6.457 -0.578
O -3.396 4.007 -4.530 -0.555
O -4.437 1.743 -4.353 -0.158
H -4.981 1.980 -2.390 0.251
H -5.786 0.628 -3.233 0.396
H -7.172 2.923 -2.931 0.324
H -7.168 2.158 -4.544 0.285
C -3.215 4.884 -9.870 -0.332
C -4.300 3.852 -9.577 -0.004
O -5.443 4.293 -10.307 -0.292
S -4.945 5.044 -11.667 1.110
O -5.007 4.094 -12.755 -0.552
O -5.566 6.347 -11.723 -0.532
O -3.382 5.232 -11.244 -0.315
H -3.359 5.789 -9.270 0.316
H -2.211 4.489 -9.696 0.309
H -4.528 3.779 -8.511 0.143
H -4.018 2.864 -9.957 0.227
```

As for the lowest unoccupied orbital energy: 1.668 eV. As for the net charge: -1. The calculation puts the HOMO energy at -4.41 eV.